Entry 1:
Computed, not measured: a 7-piece molecular cluster, C53H65BCl2N4O18P3 overall at a distorted geometry, with the ωB97M-V functional and the def2-TZVPD basis.

Cartesian coordinates (Å):
C: 8.224 -1.760 -2.871
O: 7.982 -2.246 -1.568
C: 9.154 -2.653 -0.885
C: 9.735 -3.971 -1.394
C: 8.698 -5.073 -1.671
C: 7.528 -5.113 -0.687
C: 6.747 -6.430 -0.766
C: 5.844 -6.600 0.458
C: 5.126 -7.950 0.543
C: 4.218 -8.249 -0.654
C: 2.756 -7.773 -0.433
C: 2.380 -6.806 -1.576
C: 0.999 -6.124 -1.497
C: 0.342 -6.076 -0.088
Cl: -0.457 -7.649 0.149
N: -0.684 -5.085 0.109
C: -0.497 -3.703 -0.364
C: -1.832 -3.152 -0.928
B: -0.195 -2.772 0.948
C: -0.342 -1.213 0.933
O: 0.118 -3.404 2.126
C: 0.690 -3.576 -1.351
P: 2.148 -2.977 -0.262
O: 3.186 -4.225 -0.143
Cl: 3.165 -1.698 -1.517
N: 0.876 -4.806 -2.251
P: 2.546 -4.330 -3.190
N: 1.943 -3.182 -4.261
O: 2.784 -5.502 -4.267
P: -0.505 -4.906 -3.414
N: -1.745 -5.705 -2.980
O: -0.842 -3.423 -3.822
O: 0.180 -5.549 -4.704
H: 7.446 -2.136 -3.536
H: 8.180 -0.668 -2.885
H: 9.190 -2.074 -3.267
H: 9.917 -1.874 -0.994
H: 8.921 -2.718 0.175
H: 10.282 -3.775 -2.319
H: 10.480 -4.323 -0.679
H: 8.344 -4.968 -2.697
H: 9.214 -6.034 -1.611
H: 7.884 -4.938 0.330
H: 6.844 -4.306 -0.951
H: 6.141 -6.375 -1.673
H: 7.433 -7.276 -0.847
H: 6.488 -6.491 1.333
H: 5.126 -5.774 0.463
H: 4.556 -8.000 1.472
H: 5.898 -8.719 0.610
H: 4.192 -9.327 -0.808
H: 4.623 -7.803 -1.561
H: 2.090 -8.629 -0.460
H: 2.728 -7.261 0.526
H: 2.409 -7.424 -2.477
H: 3.215 -6.114 -1.651
H: 0.338 -6.804 -2.034
H: 1.098 -5.968 0.689
H: -1.615 -5.444 -0.026
H: -2.398 -2.662 -0.136
H: -2.463 -3.933 -1.342
H: -1.626 -2.380 -1.664
H: -0.095 -0.743 -0.014
H: 0.259 -0.806 1.744
H: -1.385 -0.999 1.180
H: -0.368 -4.227 2.239
H: 0.499 -2.699 -1.970
H: 3.167 -4.519 0.776
H: 2.345 -3.343 -5.180
H: 2.158 -2.246 -3.933
H: 2.222 -6.279 -4.206
H: -1.704 -6.124 -2.061
H: -0.558 -3.223 -4.719
H: -0.519 -6.038 -5.159
C: -1.444 4.834 1.347
C: -0.733 3.763 1.003
C: -1.367 2.588 0.362
O: -0.715 1.609 0.049
C: -2.829 2.641 0.117
C: -3.544 3.707 0.462
C: -2.908 4.885 1.103
O: -3.567 5.853 1.419
H: -1.002 5.699 1.816
H: 0.333 3.695 1.175
H: -3.277 1.773 -0.351
H: -4.610 3.758 0.292
C: -8.787 4.457 1.003
C: -7.619 3.944 0.626
C: -7.521 2.555 0.108
O: -6.459 2.074 -0.238
C: -8.773 1.767 0.026
C: -9.944 2.274 0.402
C: -10.042 3.664 0.920
O: -11.102 4.134 1.264
H: -8.881 5.466 1.384
H: -6.699 4.511 0.680
H: -8.676 0.758 -0.359
H: -10.862 1.704 0.346
C: 3.188 6.181 -0.898
C: 2.159 6.211 -0.057
C: 1.108 7.252 -0.169
O: 0.169 7.281 0.602
C: 1.246 8.257 -1.246
C: 2.275 8.231 -2.087
C: 3.326 7.189 -1.983
O: 4.264 7.155 -2.747
H: 3.969 5.434 -0.837
H: 2.042 5.491 0.743
H: 0.469 9.008 -1.304
H: 2.398 8.960 -2.876
C: 0.974 12.214 2.114
C: 1.395 11.376 1.171
C: 1.877 11.874 -0.141
O: 2.258 11.106 -1.001
C: 1.875 13.341 -0.363
C: 1.455 14.180 0.579
C: 0.972 13.684 1.893
O: 0.590 14.446 2.752
H: 0.617 11.875 3.078
H: 1.404 10.302 1.312
H: 2.232 13.679 -1.328
H: 1.444 15.254 0.440
C: -1.393 3.903 6.242
C: -2.452 3.962 7.045
C: -3.474 5.031 6.896
O: -4.438 5.083 7.626
C: -3.268 6.030 5.816
C: -2.208 5.971 5.014
C: -1.189 4.903 5.165
O: -0.228 4.844 4.427
H: -0.636 3.134 6.332
H: -2.623 3.245 7.838
H: -4.026 6.798 5.723
H: -2.041 6.687 4.218
C: -11.575 -2.596 -0.379
C: -11.026 -3.797 -0.219
C: -9.901 -4.009 0.727
O: -9.394 -5.100 0.870
C: -9.415 -2.831 1.491
C: -9.964 -1.631 1.330
C: -11.086 -1.420 0.381
O: -11.582 -0.323 0.233
H: -12.395 -2.416 -1.063
H: -11.365 -4.669 -0.763
H: -8.597 -3.010 2.176
H: -9.626 -0.758 1.876

The spin multiplicity is 1. The calculation puts the frontier orbital gap at 8.4 eV. The calculation puts the HOMO energy at -11.30 eV. The total charge is +1.


Entry 2:
Computed, not measured: C53H66Cl5N3O7S2Sb2SiTi as an isolated structure at a distorted geometry, with the ωB97M-V functional and the def2-TZVPD basis.

Cartesian coordinates (Å):
Ti: -0.438 0.997 0.180
C: -4.140 0.360 1.323
C: -3.906 1.868 1.268
C: -4.486 2.509 2.524
C: -4.583 2.442 0.024
O: -2.455 2.062 1.223
Si: -1.597 3.528 1.332
S: 0.370 2.868 1.511
O: -1.975 4.254 -0.083
C: -1.664 5.550 -0.640
C: -2.163 5.504 -2.076
C: -2.401 6.636 0.137
C: -0.157 5.774 -0.608
O: -2.104 4.522 2.525
C: -1.661 4.854 3.854
C: -2.744 5.756 4.429
C: -1.519 3.596 4.698
C: -0.337 5.612 3.792
H: -5.165 0.132 1.023
H: -3.985 -0.032 2.331
H: -3.456 -0.150 0.646
H: -5.547 2.263 2.592
H: -4.374 3.594 2.503
H: -3.981 2.122 3.413
H: -5.667 2.415 0.151
H: -4.330 1.853 -0.860
H: -4.271 3.470 -0.147
H: -3.233 5.282 -2.097
H: -1.637 4.731 -2.638
H: -1.994 6.468 -2.563
H: -3.481 6.492 0.050
H: -2.147 7.624 -0.255
H: -2.135 6.589 1.192
H: 0.352 4.949 -1.111
H: 0.201 5.808 0.424
H: 0.101 6.710 -1.108
H: -3.710 5.248 4.405
H: -2.821 6.677 3.848
H: -2.506 6.009 5.466
H: -2.489 3.111 4.845
H: -1.113 3.844 5.681
H: -0.845 2.892 4.210
H: -0.443 6.510 3.178
H: 0.446 4.985 3.365
H: -0.041 5.916 4.800
C: -1.834 -2.962 0.929
C: -2.111 -2.712 -0.567
C: -1.713 -1.342 -1.163
Sb: -0.883 -1.351 -3.212
C: -1.945 -3.027 -4.058
C: -3.102 -3.618 -3.557
C: -3.666 -4.720 -4.193
C: -3.088 -5.233 -5.345
C: -1.963 -4.620 -5.885
C: -1.402 -3.522 -5.247
C: 0.852 -2.550 -2.689
C: 1.944 -1.896 -2.114
C: 3.086 -2.597 -1.746
C: 3.162 -3.964 -1.970
C: 2.091 -4.624 -2.556
C: 0.939 -3.925 -2.906
Sb: 0.144 -3.886 1.019
C: 0.582 -4.441 3.067
C: 1.959 -4.461 3.312
C: 2.468 -4.948 4.512
C: 1.601 -5.430 5.484
C: 0.230 -5.401 5.262
C: -0.275 -4.901 4.066
C: -0.771 -5.773 0.449
C: -1.781 -6.368 1.203
C: -2.452 -7.490 0.735
C: -2.128 -8.030 -0.505
C: -1.125 -7.450 -1.265
C: -0.450 -6.329 -0.789
H: -2.577 -3.652 1.322
H: -1.887 -2.038 1.503
H: -3.187 -2.820 -0.718
H: -1.638 -3.508 -1.158
H: -0.906 -0.836 -0.577
H: -2.575 -0.686 -1.183
H: -3.583 -3.221 -2.672
H: -4.561 -5.179 -3.789
H: -3.518 -6.102 -5.831
H: -1.525 -4.994 -6.803
H: -0.526 -3.044 -5.678
H: 1.911 -0.825 -1.964
H: 3.923 -2.070 -1.296
H: 4.055 -4.513 -1.698
H: 2.150 -5.691 -2.745
H: 0.116 -4.458 -3.365
H: 2.648 -4.087 2.559
H: 3.537 -4.942 4.688
H: 1.993 -5.821 6.416
H: -0.450 -5.763 6.024
H: -1.350 -4.865 3.933
H: -2.061 -5.952 2.162
H: -3.240 -7.936 1.332
H: -2.661 -8.898 -0.875
H: -0.868 -7.862 -2.235
H: 0.330 -5.875 -1.392
C: 2.305 2.695 5.181
C: 2.094 2.366 6.658
S: 1.052 0.937 6.890
O: -0.190 1.168 6.189
O: 0.983 0.631 8.297
C: 1.937 -0.395 6.063
C: 1.091 -1.216 5.080
N: 1.083 -0.713 3.694
C: -0.007 -0.345 2.989
N: 0.292 -0.192 1.690
C: 1.603 -0.511 1.546
C: 2.107 -0.837 2.759
N: 3.459 -1.187 3.004
O: 4.181 -1.259 2.042
O: 3.812 -1.437 4.136
C: -1.359 -0.130 3.548
H: 2.722 3.696 5.071
H: 1.361 2.663 4.633
H: 2.999 1.998 4.706
H: 1.562 3.156 7.191
H: 3.023 2.142 7.189
H: 2.292 -1.035 6.870
H: 2.798 0.031 5.561
H: 0.059 -1.251 5.419
H: 1.481 -2.228 5.053
H: 2.124 -0.487 0.605
H: -1.917 -1.071 3.589
H: -1.881 0.566 2.896
H: -1.305 0.290 4.546
Cl: 3.324 1.511 -0.544
C: 2.089 1.903 -1.700
C: 0.760 1.588 -1.397
C: -0.146 2.003 -2.363
Cl: -1.824 1.776 -1.912
C: 0.172 2.580 -3.581
Cl: -1.053 2.911 -4.745
C: 1.508 2.837 -3.852
Cl: 1.963 3.556 -5.344
C: 2.471 2.510 -2.891
Cl: 4.129 2.854 -3.207

The spin multiplicity is 1. The calculation puts the frontier orbital gap (alpha / beta) at 4.9 / 5.0 eV. The calculation puts the HOMO energy (alpha / beta) at -5.78 / -5.79 eV.


Q: What is the spin multiplicity in the first record?
A: 1